No. 1
Molecular formula: C30H37BCoN11O3S
Method: DFT, wB97M-V/def2-TZVPD

XYZ file:
```
84
Properties=species:S:1:pos:R:3:forces:R:3:mulliken_charge:R:1
Co -0.735 -0.267 0.816 0.353 1.002 2.416 1.425
C -2.157 -3.677 3.134 0.152 0.341 -0.069 -1.433
C -2.152 -2.929 1.964 -0.106 -0.270 0.011 -0.085
N -1.449 -1.811 2.134 0.284 1.040 -1.332 -0.225
N -1.024 -1.798 3.415 0.179 -0.012 0.104 0.395
C -1.420 -2.924 4.029 -0.164 -0.227 -0.467 -0.004
B -0.309 -0.562 3.997 0.219 0.057 0.689 0.244
N 1.029 -0.428 3.253 0.091 0.009 0.345 0.673
C 2.274 -0.323 3.736 0.465 0.114 -0.266 0.097
C 3.155 -0.248 2.674 -0.504 -0.091 -0.322 -1.326
C 2.344 -0.332 1.547 0.297 -0.050 -0.187 -0.334
N 1.066 -0.450 1.906 -1.746 0.037 -0.866 -0.027
N -1.190 0.665 3.634 0.138 0.019 0.114 0.983
C -1.740 1.595 4.431 -0.017 0.085 -0.285 -0.034
C -2.494 2.450 3.652 0.102 -0.243 -0.268 -1.359
C -2.354 1.960 2.359 -0.119 0.264 -0.128 -0.270
N -1.559 0.895 2.364 0.911 -1.069 -1.322 -0.275
N -0.143 -0.643 5.504 -0.246 0.148 -0.109 0.341
C -1.093 -0.917 6.426 -0.280 -0.177 1.288 -0.373
C -0.541 -0.739 7.685 -0.435 -0.022 -0.520 -0.983
C 0.784 -0.328 7.438 -1.322 0.079 -0.270 -0.300
N 0.960 -0.229 6.147 1.939 0.231 -0.783 -0.989
H -2.632 -4.621 3.304 -0.080 -0.165 0.039 0.470
H -2.648 -3.163 1.045 -0.012 0.003 -0.164 0.516
H -1.144 -3.158 5.036 0.061 0.161 0.281 0.682
H 2.450 -0.291 4.796 -0.133 -0.027 0.022 0.639
H 4.219 -0.151 2.718 0.239 -0.049 -0.022 0.508
H 2.646 -0.329 0.518 -0.087 0.060 -0.173 0.365
H -1.564 1.615 5.485 0.099 -0.167 0.316 0.531
H -3.070 3.295 3.964 -0.150 0.191 0.124 0.520
H -2.787 2.329 1.452 -0.055 0.057 -0.230 0.396
H -2.088 -1.202 6.150 -0.256 -0.102 -0.033 0.665
H -1.027 -0.813 8.637 -0.148 -0.232 0.096 0.462
H 1.544 -0.044 8.138 0.227 0.013 0.042 0.478
C 1.526 3.010 2.001 -0.438 -0.003 -0.185 -0.803
S 0.291 3.011 0.659 1.067 0.641 0.431 0.450
C 1.345 3.846 -0.580 -0.466 -0.300 0.285 -1.113
O 0.233 1.570 0.175 -0.281 -1.699 -0.741 -0.529
H 2.374 2.394 1.717 0.007 -0.036 -0.178 0.237
H 1.071 2.611 2.902 -0.187 -0.092 0.028 0.074
H 1.842 4.030 2.195 -0.042 0.194 -0.052 0.563
H 1.489 4.869 -0.245 -0.017 0.109 0.104 0.478
H 0.835 3.857 -1.538 -0.195 -0.045 -0.001 0.397
H 2.299 3.340 -0.673 0.099 -0.167 0.149 0.316
C 0.232 1.643 -7.746 -0.118 0.124 -0.287 -1.412
C 0.904 1.083 -6.567 0.041 -0.001 0.069 0.792
C 1.735 1.880 -5.752 0.416 -0.029 0.535 -0.919
C 2.413 1.339 -4.693 -0.107 0.636 -0.358 -0.703
C 2.304 -0.041 -4.387 0.257 -0.310 0.435 1.111
N 3.063 -0.526 -3.362 -0.084 0.926 -0.657 0.000
C 3.485 -1.877 -3.149 0.289 -0.484 0.137 0.188
O 4.654 -2.118 -3.105 -0.094 0.165 -0.068 -0.492
N 2.498 -2.814 -3.028 0.291 -0.429 -0.329 0.043
C 1.245 -2.709 -2.431 -0.824 0.222 0.355 0.011
C 0.298 -3.707 -2.677 0.092 0.294 0.125 -0.349
C -0.930 -3.630 -2.052 0.211 0.168 0.057 -1.628
C -1.174 -2.574 -1.187 -0.363 -0.137 -0.038 -0.589
N -0.267 -1.635 -0.919 -0.140 0.666 1.019 0.190
C 0.905 -1.684 -1.545 0.518 -0.093 -0.148 -0.545
C 1.446 -0.837 -5.178 -0.460 -0.275 -0.542 -0.095
C 0.774 -0.284 -6.237 0.248 -0.488 0.455 -1.071
H 0.141 2.725 -7.693 -0.063 0.015 -0.003 0.401
H -0.736 1.177 -7.931 -0.030 0.027 0.043 0.405
H 0.837 1.422 -8.635 0.068 -0.023 -0.024 0.340
H 1.856 2.927 -5.985 0.015 0.093 -0.019 0.465
H 3.070 1.959 -4.099 0.067 0.068 0.052 0.447
H 3.804 0.114 -3.079 -0.061 -0.148 0.092 0.268
H 2.846 -3.762 -3.151 0.068 0.187 0.112 0.306
H 0.524 -4.517 -3.353 0.050 -0.147 -0.071 0.556
H -1.678 -4.389 -2.224 -0.105 0.043 0.012 0.481
H -2.138 -2.470 -0.719 -0.001 0.059 0.067 0.970
H 1.600 -0.885 -1.339 0.033 -0.004 0.151 0.590
H 1.358 -1.893 -4.983 -0.022 -0.063 -0.007 0.550
H 0.150 -0.912 -6.854 -0.069 -0.074 -0.059 0.488
C -2.562 2.205 -1.650 0.409 0.030 0.142 -0.935
C -3.020 0.851 -1.226 0.004 0.502 -0.281 0.714
C -4.326 0.391 -1.775 -0.097 -0.267 0.084 -1.337
O -2.367 0.148 -0.461 0.299 -0.895 0.994 -0.517
H -2.755 2.365 -2.707 -0.052 -0.016 -0.070 0.532
H -1.507 2.340 -1.425 -0.008 0.004 0.010 -0.167
H -3.140 2.958 -1.112 -0.138 0.052 0.034 0.355
H -4.702 1.062 -2.539 -0.032 0.018 -0.011 0.433
H -5.059 0.329 -0.969 -0.012 0.043 0.108 0.340
H -4.238 -0.617 -2.178 0.061 -0.072 -0.025 0.341
```
Forces are in eV/Å.

⟨S²⟩ ... 0.78
HOMO energy (spin up / spin down) ... -15.2 / -15.2 eV
E_tot ... -103359.11296 eV
Net charge ... +3
Relative energy (zero: lowest compared OMol25 entry of this formula, charge and spin) ... 0.922 eV
2S+1 ... 2

No. 2
Molecular formula: C30H37Br2HfN8O
Method: DFT, wB97M-V/def2-TZVPD

XYZ file:
```
79
Properties=species:S:1:pos:R:3:forces:R:3:mulliken_charge:R:1
Hf 0.058 -1.650 -0.481 -0.064 1.018 3.303 2.221
C -2.681 -3.858 -0.896 0.588 0.107 1.775 -0.446
C -2.737 -2.682 -1.858 0.594 -0.247 -1.143 -0.762
N -1.309 -2.167 -2.163 -1.075 -0.405 -1.198 -0.854
C -0.631 -3.128 -3.110 -0.922 0.610 -0.563 -0.754
C 0.801 -2.775 -3.308 0.872 1.493 1.181 -0.887
N 1.533 -2.518 -1.976 0.410 -0.382 -0.385 -0.524
C 2.353 -3.673 -1.420 0.069 0.264 -1.369 -0.674
C 3.337 -3.175 -0.408 0.840 0.324 0.126 -0.877
C 2.837 -2.243 0.699 0.580 -0.393 1.256 -0.671
N 1.419 -2.512 1.125 0.911 -0.806 0.353 -0.179
C 1.135 -3.881 1.739 -0.071 -0.282 -0.874 -0.646
C -0.313 -4.285 1.345 0.323 -0.730 0.045 -0.724
N -1.104 -3.053 0.962 0.224 -0.804 0.168 -0.304
C -2.512 -3.324 0.590 -0.259 -1.701 -0.285 -0.923
H -1.814 -4.533 -1.102 -0.931 0.230 -0.046 0.134
H -3.616 -4.434 -0.899 0.356 0.093 -0.340 0.450
H -3.199 -1.839 -1.390 -0.697 0.445 0.209 0.490
H -3.280 -2.904 -2.823 0.763 0.183 0.970 0.438
H -1.427 -1.289 -2.709 -0.050 -0.510 0.418 0.411
H -1.176 -3.080 -4.071 0.379 -0.127 0.306 0.554
H -0.757 -4.115 -2.742 -0.083 -0.896 0.442 0.436
H 0.848 -1.800 -3.803 0.146 -0.298 -0.351 0.401
H 1.366 -3.514 -3.830 0.174 -0.466 -0.701 0.521
H 2.218 -1.780 -2.167 0.002 -0.241 -0.108 0.356
H 2.926 -4.194 -2.218 -0.439 0.542 0.168 0.486
H 1.691 -4.429 -1.050 -0.679 -0.337 0.474 0.387
H 4.182 -2.688 -0.942 -0.447 -0.187 0.420 0.344
H 3.760 -4.066 0.046 0.196 -0.074 0.076 0.432
H 2.928 -1.162 0.477 -0.231 -0.401 -0.163 0.345
H 3.494 -2.395 1.595 -0.436 0.240 -0.740 0.538
H 1.296 -1.917 1.946 -0.270 0.671 -0.188 0.272
H 1.218 -3.838 2.829 0.212 0.261 -0.213 0.502
H 1.841 -4.659 1.363 -0.425 0.747 0.316 0.294
H -0.765 -4.821 2.203 -0.085 0.479 -0.403 0.541
H -0.247 -5.069 0.553 -0.439 0.932 0.101 0.344
H -1.150 -2.501 1.832 0.115 0.032 -0.456 0.262
H -3.072 -2.414 0.666 -0.251 0.689 0.233 0.462
H -2.924 -4.012 1.366 0.071 0.253 -0.834 0.507
Br 1.265 7.920 -3.748 0.361 0.210 -0.466 -0.008
C -0.244 7.284 -2.942 -2.162 -1.930 -0.002 0.169
C -0.372 7.382 -1.553 1.280 1.214 0.727 -0.325
C -1.381 6.733 -0.889 -0.766 -1.567 -0.732 -0.387
C -2.267 5.917 -1.692 -1.387 0.674 0.041 0.205
C -2.418 6.133 -3.103 0.106 -1.069 1.778 -0.448
C -1.284 6.582 -3.672 1.947 2.052 -1.939 -0.319
N -2.767 4.679 -1.316 1.766 0.810 1.536 -0.561
N -2.340 4.380 -0.110 0.876 -0.824 -2.039 -0.304
C -1.623 3.239 0.073 -2.235 1.485 1.348 0.512
C -1.655 2.869 1.444 0.001 -0.664 0.316 -0.750
C -1.326 1.601 1.862 -0.145 -0.398 0.828 -0.807
C -0.852 0.701 0.905 1.122 0.864 -0.990 -0.593
O -0.377 -0.532 1.221 0.109 -0.352 -1.656 -0.186
C -0.499 1.219 -0.373 0.122 -1.626 0.605 1.293
N 0.299 0.408 -1.171 0.760 -1.195 -0.319 -0.309
C 0.897 0.879 -2.298 -1.350 1.866 0.290 0.016
C 0.561 2.168 -2.793 0.515 -1.754 0.125 -1.343
C -0.365 2.938 -2.102 -0.835 -0.215 1.604 0.084
C -0.863 2.467 -0.868 -0.495 1.536 -0.413 0.059
H 0.454 7.950 -1.054 -1.148 -0.529 -0.078 0.381
H -1.514 6.622 0.192 0.484 0.340 -0.406 0.516
H -3.294 5.740 -3.627 0.601 -0.100 0.045 0.408
H -1.162 6.497 -4.757 -0.105 0.360 0.337 0.476
H -2.068 3.585 2.138 -0.019 0.033 -0.046 0.465
H -1.409 1.244 2.927 0.022 0.601 -1.250 0.466
H 1.632 0.217 -2.748 -0.151 0.310 -0.266 0.549
H 0.977 2.530 -3.712 0.328 0.019 -0.238 0.501
H -0.714 3.927 -2.396 0.429 -0.278 -0.330 0.319
Br -0.065 -1.915 5.584 -0.368 -0.579 -0.098 -0.165
C 0.926 -0.337 5.407 0.246 0.758 -0.246 0.446
C 0.974 0.543 6.480 0.530 0.274 0.934 -0.605
C 1.778 1.676 6.361 0.080 -0.648 -0.526 -0.214
C 2.424 1.893 5.126 -0.408 1.104 1.338 -0.855
C 2.282 0.981 4.136 0.214 -1.459 -1.138 0.056
N 1.552 -0.144 4.267 -0.020 -0.242 -0.243 -0.179
H 0.517 0.298 7.445 0.029 0.085 -0.547 0.372
H 1.965 2.299 7.239 -0.232 0.035 -0.455 0.407
H 2.974 2.803 4.956 0.341 -0.010 0.068 0.414
H 2.854 1.003 3.193 -0.413 0.481 0.524 0.341
```
Forces are in eV/Å.

HOMO energy (spin up / spin down) ... -13.9 / -13.9 eV
E_tot ... -187045.14394 eV
Net charge ... +3
Relative energy (zero: lowest compared OMol25 entry of this formula, charge and spin) ... 0.689 eV

No. 3
Molecular formula: C30H37BrF8N3O26
Method: DFT, wB97M-V/def2-TZVPD

XYZ file:
```
105
Properties=species:S:1:pos:R:3:forces:R:3:mulliken_charge:R:1
C -3.661 -1.641 -0.564 0.304 0.316 -0.143 -1.112
C -2.917 -0.510 -1.474 0.290 -0.846 0.099 0.266
C -2.596 0.823 -0.656 -2.871 1.049 2.373 0.437
O -3.437 1.264 0.172 3.456 -1.683 -3.088 -0.610
O -1.388 1.575 -0.804 -1.645 -0.646 -1.658 0.044
C -1.122 1.869 -2.209 1.188 0.005 -0.711 -0.251
C -2.217 2.845 -2.901 1.150 0.493 0.695 -0.710
N -2.793 2.140 -4.085 -1.824 -0.284 -0.373 0.125
C -4.055 1.765 -4.237 -0.916 0.027 1.155 0.385
N -5.019 2.020 -3.144 2.017 -0.626 -2.955 -0.340
N -4.599 1.089 -5.424 0.895 0.646 1.977 -0.479
Br -4.088 1.913 -7.023 0.194 -0.268 0.056 0.045
H -4.288 -1.158 0.259 0.753 -0.733 -1.469 0.445
H -4.288 -2.272 -1.290 0.811 0.970 1.268 0.249
H -2.919 -2.354 -0.067 -0.869 1.152 -0.760 0.184
H -1.981 -1.017 -1.912 -1.283 1.127 0.535 0.131
H -3.651 -0.286 -2.335 1.285 0.042 1.338 -0.115
H -0.107 2.406 -2.295 -1.566 -0.906 0.593 -0.140
H -0.994 0.870 -2.773 -0.433 1.577 0.633 0.443
H -2.978 3.181 -2.125 0.695 -0.747 -1.276 0.375
H -1.706 3.800 -3.303 -0.751 -1.599 0.634 0.308
H -2.131 1.929 -4.860 -0.761 0.252 0.626 0.281
H -5.840 1.425 -3.333 0.305 0.768 0.057 0.316
H -5.250 3.023 -3.197 -0.092 -0.536 0.451 0.291
H -4.427 0.072 -5.415 0.101 0.537 -0.181 0.376
C -0.185 6.016 0.934 -0.229 0.446 0.901 -0.422
C -0.676 5.109 -0.149 -0.423 0.166 -0.275 0.660
O 0.428 5.013 -1.022 -0.005 -0.239 0.476 -0.277
C 1.527 5.179 -0.232 1.719 -0.018 0.039 0.603
O 2.637 4.893 -0.567 -0.879 0.165 0.205 -0.501
O 1.201 5.699 0.984 0.019 -0.403 -0.793 -0.301
F -1.709 5.673 -0.825 -0.252 -0.185 -0.219 -0.341
H -0.309 7.074 0.686 -0.094 -0.142 -0.184 0.280
H -0.668 5.821 1.892 0.251 -0.045 -0.026 0.311
H -0.960 4.110 0.195 -0.163 0.051 -0.130 -0.010
C -1.958 1.007 2.969 -0.859 0.375 -0.439 0.160
C -1.326 -0.299 3.327 0.221 -0.510 -0.411 0.328
O -0.180 0.087 4.060 -0.522 0.380 0.253 -0.259
C -0.508 1.273 4.644 0.541 0.888 1.001 0.550
O 0.104 1.767 5.547 -0.358 -0.416 -0.759 -0.521
O -1.618 1.824 4.081 0.648 -0.406 0.353 -0.343
F -0.923 -0.966 2.217 0.023 -0.175 -0.051 -0.224
H -1.539 1.442 2.057 0.079 -0.225 0.036 -0.277
H -3.039 0.929 2.855 0.109 0.161 0.132 0.364
H -1.954 -0.950 3.942 0.128 -0.102 -0.128 0.220
C 3.249 -0.083 3.584 -0.889 0.130 -0.553 -0.021
C 3.781 -0.275 4.969 0.066 -0.645 0.361 0.540
O 5.181 -0.217 4.788 -0.418 0.567 -0.287 -0.341
C 5.375 0.591 3.707 1.506 0.662 -0.586 0.546
O 6.423 1.086 3.419 -0.931 -0.485 0.179 -0.512
O 4.223 0.771 3.000 0.418 -0.082 0.405 -0.275
F 3.458 -1.500 5.449 -0.046 -0.001 0.227 -0.286
H 3.200 -1.017 3.018 0.068 -0.075 0.263 0.261
H 2.264 0.383 3.578 0.203 0.088 -0.066 -0.148
H 3.470 0.495 5.681 -0.020 -0.149 0.054 0.236
C 1.756 -0.681 8.496 0.944 0.229 -0.102 -0.226
C 0.406 -0.719 7.853 -0.272 -0.350 -0.400 0.526
O -0.413 -1.287 8.854 0.401 0.528 0.137 -0.335
C 0.159 -0.928 10.039 -0.531 -0.147 1.692 0.530
O -0.390 -0.995 11.097 0.502 0.009 -0.952 -0.498
O 1.434 -0.477 9.865 -0.623 -0.139 -0.104 -0.339
F 0.403 -1.543 6.775 -0.148 0.025 -0.240 -0.300
H 2.302 -1.622 8.388 -0.211 -0.014 -0.152 0.279
H 2.377 0.130 8.113 -0.082 0.024 0.242 0.138
H 0.015 0.262 7.571 0.014 -0.138 -0.155 0.211
C -8.214 -3.232 -1.838 -0.836 0.390 -0.415 -0.433
C -7.572 -4.533 -1.472 0.335 -0.575 -0.512 0.307
O -6.435 -4.134 -0.732 -0.556 0.410 0.265 -0.260
C -6.776 -2.949 -0.153 0.630 0.728 1.186 0.703
O -6.176 -2.447 0.752 -0.612 -0.415 -0.765 -0.535
O -7.888 -2.409 -0.726 0.522 -0.306 0.232 -0.312
F -7.157 -5.198 -2.575 -0.008 -0.137 0.041 -0.280
H -7.793 -2.796 -2.749 0.106 -0.253 0.021 0.252
H -9.294 -3.320 -1.959 0.096 0.136 0.179 0.286
H -8.199 -5.187 -0.859 0.104 -0.077 -0.123 0.295
C 0.650 -3.899 -2.967 1.010 0.248 -0.071 -0.362
C -0.199 -4.984 -2.384 0.035 -0.226 0.799 0.329
O -1.516 -4.548 -2.664 0.287 0.139 -0.728 -0.255
C -1.420 -3.811 -3.803 -0.877 0.418 -0.782 0.680
O -2.356 -3.504 -4.487 0.672 0.017 0.597 -0.553
O -0.130 -3.468 -4.076 -0.771 -0.212 0.102 -0.303
F -0.044 -5.054 -1.042 -0.059 -0.136 0.006 -0.274
H 0.797 -3.063 -2.279 -0.069 -0.187 0.119 0.235
H 1.626 -4.262 -3.291 -0.161 0.111 -0.156 0.252
H -0.037 -5.970 -2.828 -0.051 0.002 0.181 0.265
C 4.254 1.745 -3.321 0.863 0.465 -0.510 -0.529
C 3.130 2.126 -2.413 -0.286 0.561 0.012 0.319
O 2.449 0.903 -2.209 0.512 -0.171 0.093 -0.130
C 3.401 -0.065 -2.326 0.189 -1.457 0.208 0.475
O 3.260 -1.195 -1.956 0.005 0.852 -0.386 -0.528
O 4.536 0.412 -2.911 -0.767 -0.212 0.436 -0.230
F 2.282 2.992 -3.023 -0.241 0.043 0.041 -0.323
H 3.965 1.747 -4.376 -0.180 0.065 0.132 0.277
H 5.127 2.387 -3.195 0.016 -0.257 0.068 0.353
H 3.448 2.535 -1.450 -0.190 0.148 -0.110 0.343
C 7.395 -1.227 -3.101 -0.980 0.138 0.277 -0.334
C 8.552 -2.139 -2.842 0.182 -0.630 -0.323 0.351
O 9.611 -1.523 -3.546 -0.406 0.445 0.473 -0.296
C 9.323 -0.190 -3.545 1.070 1.300 -0.503 0.596
O 10.111 0.668 -3.807 -0.763 -0.738 0.171 -0.511
O 8.023 0.043 -3.200 0.492 -0.197 -0.058 -0.268
F 8.334 -3.364 -3.376 0.056 -0.152 0.100 -0.283
H 6.882 -1.452 -4.040 0.175 -0.196 0.044 0.243
H 6.664 -1.241 -2.291 0.114 0.192 -0.067 0.216
H 8.820 -2.237 -1.786 0.009 -0.165 -0.096 0.289
```
Forces are in eV/Å.

HOMO energy ... -12.4 eV
E_tot ... -181189.07232 eV
Net charge ... +1